This record from the OMol25 dataset describes 6 unconnected molecules or ions with the total composition C40H90N7O7P2S. The level of theory is the ωB97M-V functional and the def2-TZVPD basis.

```
147
Properties=species:S:1:pos:R:3:forces:R:3
C 8.23423 -1.68212 -0.16344 0.19 -0.03 -0.49
C 8.02592 -1.95421 -1.67402 -0.23 0.19 0.77
C 6.56517 -2.19130 -2.04717 0.48 -0.42 -0.20
C 5.91577 -3.36444 -1.30101 -0.80 0.41 -0.47
C 4.41500 -3.12414 -1.04190 0.39 -0.64 1.03
C 4.13146 -2.44267 0.33483 -0.62 0.80 -1.83
C 3.83629 -0.92626 0.13015 1.23 -0.15 1.55
C 4.86087 -0.03305 0.89146 -0.98 0.01 -0.68
C 4.25440 1.32278 1.31430 0.92 0.38 0.41
C 5.03031 2.50335 0.70367 0.58 -0.82 -0.10
C 4.84278 2.77064 -0.78852 -0.27 0.22 0.67
P 3.42384 3.88651 -1.41516 -0.87 -0.95 -1.32
S 2.40942 4.06196 0.60409 -0.80 0.05 1.14
C 2.00374 5.09909 -2.18233 1.10 1.28 0.37
C 1.07475 5.83485 -1.28345 -0.54 -0.54 -0.66
N -0.17460 5.60838 -1.25728 -0.64 0.13 0.01
C 4.12989 3.92371 -3.23197 0.34 -0.20 -0.36
C 5.24944 3.01877 -3.65493 -0.05 0.59 -0.04
N 6.46544 3.36263 -3.63488 0.73 0.04 -0.17
C 2.23219 2.39653 -1.67930 0.63 -0.10 0.37
C 2.35706 1.45803 -2.87664 -1.17 -0.60 0.04
C 1.52860 1.75699 -4.14243 0.49 -0.29 0.24
C 0.07450 2.10870 -3.86783 -0.05 -0.30 -0.66
C -0.75269 0.92568 -3.35450 -0.08 1.15 -0.13
C -2.24511 1.28382 -3.38674 -0.15 -0.90 0.56
C -3.00748 0.74184 -2.14951 0.19 0.91 -0.70
C -3.24411 1.86510 -1.14295 -0.58 -0.87 0.20
C -4.12434 1.42822 0.04805 0.53 0.00 0.03
O -4.40772 0.03294 0.01911 -0.20 0.03 0.05
C -4.55721 -0.51274 1.30931 -0.03 0.10 0.24
P 4.57681 5.79089 -0.93968 1.40 0.52 0.82
O 6.02720 5.65165 -0.54137 -0.05 -0.13 -0.26
H 8.56101 -0.65787 -0.01612 0.03 0.15 0.16
H 7.33134 -1.83310 0.41499 -0.16 -0.05 0.13
H 9.00097 -2.34469 0.23218 0.05 0.00 0.20
H 8.62262 -2.81993 -1.95515 0.06 -0.07 -0.21
H 8.38871 -1.08237 -2.21015 0.16 -0.05 -0.33
H 6.54997 -2.44167 -3.10826 -0.19 0.22 -0.22
H 6.00357 -1.26516 -1.93612 -0.11 0.07 0.21
H 5.99779 -4.26483 -1.90966 0.29 -0.12 -0.04
H 6.39898 -3.54773 -0.35486 0.19 -0.16 0.24
H 3.89449 -4.08481 -1.03814 0.06 -0.12 -0.11
H 3.99039 -2.54843 -1.85903 -0.16 0.14 -0.11
H 3.22314 -2.90066 0.72398 0.10 -0.12 0.36
H 4.96388 -2.58251 1.01849 -0.20 -0.12 -0.03
H 3.90380 -0.64331 -0.91314 -0.39 0.00 -0.28
H 2.86328 -0.67820 0.53807 -0.36 0.00 -0.23
H 5.27191 -0.55264 1.75341 -0.13 -0.19 0.21
H 5.70546 0.11299 0.22132 0.22 0.19 -0.04
H 3.18103 1.38089 1.16808 -0.10 -0.03 -0.23
H 4.41121 1.41642 2.39050 -0.19 0.03 0.18
H 5.06076 3.38536 1.32476 -0.50 0.23 -0.09
H 6.06436 2.14662 0.79189 0.23 0.14 -0.02
H 5.80493 3.14127 -1.11554 -0.01 0.29 -0.43
H 4.67023 1.80910 -1.27874 0.07 -0.05 -0.28
H 3.22092 4.68264 1.47642 0.20 -0.11 -0.25
H 2.57172 5.86791 -2.72253 0.08 0.02 -0.05
H 1.44939 4.58226 -2.95864 -0.17 -0.38 0.03
H 1.39017 6.66948 -0.66941 0.55 -0.04 0.15
H -0.36854 4.85774 -1.92341 -0.17 -0.10 0.12
H 4.52487 4.93002 -3.37632 0.11 0.18 0.09
H 3.30845 3.88845 -3.94266 -0.23 -0.37 0.06
H 5.09528 2.02133 -4.05722 -0.53 -0.18 0.12
H 6.55584 4.31729 -3.27814 0.04 -0.04 0.13
H 2.37704 1.78202 -0.79334 0.20 -0.07 0.14
H 1.20472 2.73279 -1.56380 -0.17 0.20 -0.14
H 3.35754 1.11901 -3.12612 0.36 0.46 -0.04
H 1.89622 0.52054 -2.54078 0.05 -0.13 0.21
H 1.50514 0.80152 -4.67177 0.03 -0.03 -0.32
H 2.01282 2.44535 -4.83501 -0.06 0.34 0.16
H -0.35743 2.44364 -4.81320 -0.15 0.06 -0.10
H -0.06236 2.93283 -3.17123 0.18 0.15 0.06
H -0.56800 0.04304 -3.96219 0.14 -0.21 0.07
H -0.43364 0.74521 -2.33071 -0.03 -0.32 0.17
H -2.71321 0.84123 -4.26510 0.11 0.11 -0.27
H -2.37896 2.35925 -3.45914 0.01 0.22 -0.02
H -3.97147 0.37238 -2.48373 -0.12 -0.35 0.18
H -2.41606 -0.05514 -1.71651 -0.19 -0.34 0.16
H -3.77581 2.64650 -1.67490 0.18 0.40 -0.02
H -2.29475 2.23080 -0.76717 0.16 0.28 -0.08
H -5.05632 1.99804 0.06214 -0.17 -0.06 0.02
H -3.59099 1.65130 0.97237 0.01 0.09 0.15
H -4.94512 0.21822 2.02096 -0.07 0.15 0.02
H -5.26355 -1.33800 1.30510 -0.02 -0.19 -0.27
H -3.60142 -0.86915 1.70028 0.13 -0.04 0.00
H 3.91048 6.46955 0.12349 -0.32 0.13 -0.39
H 4.51208 6.76062 -1.99607 -0.40 -0.11 0.05
C -6.35788 -4.67543 -0.06427 0.02 0.08 0.10
C -5.54351 -4.62737 1.20752 0.03 0.05 0.22
O -6.01236 -4.26788 2.28188 -0.02 -0.03 -0.23
N -4.24130 -5.00159 1.13097 -0.14 -0.04 -0.16
C -3.50284 -5.45168 -0.03436 0.17 0.06 0.40
H -7.37430 -4.35568 0.13980 -0.03 -0.06 0.02
H -5.92783 -4.00945 -0.81409 0.03 -0.10 -0.06
H -6.39295 -5.69332 -0.45402 0.04 0.04 -0.10
H -3.75482 -4.94617 2.01227 0.01 0.02 -0.03
H -3.11746 -6.45714 0.14443 0.01 -0.02 -0.15
H -2.65954 -4.78265 -0.21174 0.00 -0.04 -0.15
H -4.13246 -5.46659 -0.91683 -0.04 0.02 0.02
C -9.08153 -3.16333 2.21003 -0.08 0.00 -0.15
C -10.16727 -3.69311 1.30945 0.07 -0.08 -0.10
O -9.93023 -4.43045 0.36389 -0.01 0.04 0.02
N -11.45127 -3.32299 1.57688 0.14 0.07 0.15
C -11.93721 -2.46338 2.64092 -0.27 -0.22 -0.36
H -8.12204 -3.54395 1.87563 -0.04 -0.01 0.14
H -9.05751 -2.07268 2.17214 -0.03 0.00 0.14
H -9.24292 -3.49409 3.23672 0.03 0.12 0.04
H -12.11955 -3.71498 0.93359 0.05 -0.02 0.01
H -12.64358 -3.01584 3.26507 0.04 0.10 0.14
H -12.45594 -1.60429 2.20966 0.03 0.09 0.14
H -11.12272 -2.10796 3.26165 0.04 -0.03 -0.02
C -16.99617 -2.88453 -0.71389 -0.03 0.01 0.01
C -16.18458 -2.84763 0.55901 -0.02 0.05 0.21
O -16.66413 -2.49762 1.62411 -0.01 -0.01 -0.07
N -14.87847 -3.22343 0.47995 -0.19 0.01 -0.23
C -14.13673 -3.66736 -0.68970 0.14 0.08 0.57
H -18.00781 -2.56030 -0.49081 0.03 0.01 0.09
H -16.56955 -2.21235 -1.45942 0.01 -0.09 -0.07
H -17.03380 -3.89833 -1.11452 0.05 0.04 -0.10
H -14.39722 -3.17489 1.36453 -0.03 0.00 0.00
H -13.75578 -4.67460 -0.50826 0.04 -0.02 -0.23
H -13.29350 -2.99369 -0.85421 0.02 -0.08 -0.23
H -14.76088 -3.67774 -1.57581 -0.04 0.01 0.03
C 6.88467 -6.01154 2.92533 -0.01 -0.02 -0.04
C 6.63925 -4.52196 2.96006 -0.04 0.21 -0.10
O 6.39889 -3.88199 1.95016 0.20 -0.27 0.19
N 6.69360 -3.90113 4.16844 0.03 -0.20 -0.02
C 6.96192 -4.48500 5.46810 -0.09 0.43 -0.11
H 6.80684 -6.35271 1.89753 -0.02 0.10 -0.03
H 7.88393 -6.24324 3.29652 -0.05 -0.07 0.08
H 6.14006 -6.53614 3.52569 0.09 -0.05 0.06
H 6.52037 -2.90856 4.11691 0.00 -0.01 0.01
H 6.11304 -4.30647 6.13068 0.05 -0.12 0.10
H 7.84620 -4.01579 5.90329 0.02 -0.12 0.10
H 7.13119 -5.55364 5.39223 -0.01 -0.01 -0.05
C 7.15341 6.43721 2.11830 0.16 -0.02 0.16
C 6.08261 5.85497 3.00568 0.06 -0.07 -0.24
O 5.72568 4.69507 2.90708 -0.03 0.06 0.34
N 5.50810 6.67705 3.93370 0.15 0.02 -0.06
C 5.79539 8.07266 4.19142 -0.32 -0.29 0.19
H 7.49591 5.66650 1.43626 -0.17 0.02 -0.04
H 6.75301 7.26068 1.52699 0.08 -0.01 -0.03
H 7.99763 6.78682 2.71892 -0.05 0.12 0.02
H 4.79905 6.22333 4.48789 -0.02 0.02 -0.04
H 6.12311 8.19521 5.22680 0.07 0.15 -0.04
H 4.89120 8.66690 4.04156 0.09 0.14 -0.02
H 6.57192 8.44065 3.52984 0.00 -0.05 -0.03
```
Forces are in eV/Å.

Energy ... -3568.9288 hartree
Charge ... -1
LUMO level ... 1.56 eV
Largest force on an atom ... 0.0407 Eh/bohr
Kohn-Sham gap ... 5.9 eV


This record from the OMol25 dataset describes 8 unconnected molecules or ions with the total composition C40H91F6N5O14S2. The level of theory is the ωB97M-V functional and the def2-TZVPD basis.

```
158
Properties=species:S:1:pos:R:3:forces:R:3
C -1.07885 0.30840 -6.12521 -1.14 0.16 -0.35
O -2.15642 0.70822 -5.20324 1.11 0.06 -1.22
C -2.39484 -0.21540 -4.19971 -0.26 -0.02 0.98
C -3.13934 0.51601 -2.98642 1.29 -0.66 -1.61
N -4.42626 1.31492 -3.29254 0.42 -0.54 -1.16
H -5.20421 0.77863 -2.93577 -0.47 -0.31 -0.18
H -4.37165 2.11899 -2.68378 -0.09 0.45 -0.06
C -4.76548 1.80286 -4.74064 -0.71 -0.18 0.30
C -6.19164 2.38742 -4.70630 -0.46 0.74 -1.20
O -6.49281 3.03742 -5.95412 0.91 0.32 0.32
C -7.45016 4.09783 -5.86457 -0.49 -0.04 0.36
H -1.02500 1.09637 -6.87642 0.47 0.36 0.57
H -1.32249 -0.53879 -6.76632 -0.59 -0.48 0.45
H -0.14522 0.04120 -5.63023 -0.03 0.55 0.29
H -1.45449 -0.62650 -3.83251 0.29 0.50 0.85
H -2.81157 -1.15031 -4.57438 -1.16 0.13 -0.08
H -2.43741 1.25724 -2.60437 0.02 -0.21 0.06
H -3.36065 -0.22189 -2.21531 -0.11 0.17 0.00
H -4.75976 0.96458 -5.43731 0.45 -0.07 0.35
H -4.01959 2.54225 -5.03228 -0.09 -0.17 0.11
H -6.25049 3.08281 -3.86899 -0.26 0.25 0.17
H -6.98206 1.63865 -4.65442 0.24 -0.47 0.78
H -8.37934 3.74429 -5.41765 -0.04 -0.13 0.26
H -7.75601 4.49621 -6.83196 0.59 -0.52 -0.29
H -7.09103 4.95733 -5.29856 0.28 -0.10 0.25
C -3.79638 -1.23108 4.12897 -0.14 0.16 -0.17
O -4.31125 -0.15817 3.31882 0.53 0.20 -0.30
C -3.84421 -0.27314 1.97349 -0.53 0.08 1.76
C -4.39636 0.81275 1.12667 1.00 0.99 -0.46
N -3.76840 2.21608 1.44887 -1.99 -1.40 -0.65
H -2.75886 2.23315 1.42351 1.04 -0.66 0.67
H -3.94813 2.70423 0.58313 -0.36 0.58 -0.02
C -4.35473 2.96635 2.62706 0.55 1.03 -0.69
C -3.35335 2.98731 3.78593 0.19 0.14 -0.69
O -2.05847 3.46841 3.38026 -1.32 -0.13 -0.47
C -1.06904 2.87726 4.22615 0.70 0.01 0.83
H -4.23203 -1.16064 5.12564 -0.37 -0.12 -0.32
H -2.72028 -1.19741 4.29920 0.24 0.32 -0.40
H -4.03807 -2.14956 3.59412 -0.09 -0.34 0.46
H -4.18081 -1.22934 1.57291 0.21 -0.20 -0.25
H -2.75824 -0.18585 1.93942 0.09 -0.30 0.00
H -5.47653 0.94487 1.06455 0.05 0.00 0.54
H -4.03905 0.55964 0.12848 0.09 0.29 -0.17
H -5.34959 2.61309 2.89830 0.37 -0.69 0.11
H -4.57525 3.93328 2.17481 0.35 0.46 0.47
H -3.27188 1.94491 4.09394 0.05 0.02 0.44
H -3.75447 3.61816 4.57918 -0.06 -0.17 0.19
H -0.06553 3.24400 4.01032 -0.12 -0.20 -0.73
H -1.14868 1.79265 4.15292 0.36 0.01 0.11
H -1.14627 3.18137 5.27002 -0.57 -0.20 0.14
C -0.39226 -4.29138 3.08921 0.24 -1.55 0.94
O 0.66523 -5.09097 2.52895 0.33 0.27 -1.06
C 1.20367 -5.97066 3.45095 0.57 -0.69 1.82
C 2.39167 -6.79996 3.00292 -0.15 -1.00 -1.88
N 1.93127 -8.06040 2.13127 2.36 1.29 0.65
H 1.46561 -8.63071 2.82264 -0.09 -0.74 -0.12
H 1.20311 -7.69742 1.53282 -0.82 -0.15 -1.67
C 3.17823 -8.81545 1.44709 -1.28 0.84 1.03
C 2.98717 -10.31925 1.39294 -1.34 -0.56 -0.28
O 1.88626 -10.81200 0.61104 0.95 0.86 0.59
C 2.06692 -10.68783 -0.80341 -0.50 -0.12 -0.18
H -1.11739 -5.05027 3.38308 -0.61 0.39 0.23
H -0.87424 -3.56497 2.43489 0.69 -0.33 -0.40
H 0.00521 -3.82138 3.98878 -0.17 0.38 0.06
H 0.56248 -6.69308 3.95601 -1.32 -0.24 -0.63
H 1.50958 -5.47586 4.37274 0.59 0.75 0.03
H 2.95716 -7.32323 3.77397 -0.17 0.74 0.45
H 3.05519 -6.18953 2.39038 0.08 -0.27 -0.13
H 3.98030 -8.61729 2.15809 0.11 -0.03 -0.04
H 3.44369 -8.32653 0.50976 -0.58 0.06 0.02
H 2.78853 -10.65549 2.41058 -0.13 -0.11 0.08
H 3.92949 -10.79538 1.12195 0.20 0.12 -0.31
H 1.17974 -10.26289 -1.27291 -0.04 0.44 0.37
H 2.12072 -11.67698 -1.25814 0.59 -0.12 0.17
H 2.92545 -10.05810 -1.03677 0.05 -0.17 -0.19
C -3.09242 6.99536 2.40508 -0.28 -0.91 0.98
C -2.29066 6.90133 1.12695 1.68 0.35 0.07
C -1.03349 5.99639 1.33842 -0.19 -1.59 -1.43
N -0.06173 5.83480 0.09932 0.32 0.34 0.31
C 0.59061 7.25565 0.01174 -0.99 -1.00 1.08
C 1.75608 7.32831 -0.90061 -0.43 0.88 -0.57
C 2.85714 6.32101 -0.70913 -0.37 0.26 0.53
C 2.25396 4.90312 -0.53395 0.06 -0.07 0.22
C 1.04184 4.80602 0.46886 1.05 2.46 -0.74
C -0.76163 5.30865 -1.17025 0.32 0.59 1.46
H -4.13811 7.26008 2.24843 0.31 0.86 -0.02
H -2.56220 7.53688 3.18849 -0.35 0.76 -0.30
H -3.21933 6.05630 2.94374 0.30 -0.71 -0.47
H -1.87947 7.87815 0.87229 -0.30 0.31 0.21
H -2.92438 6.69598 0.26420 0.11 -0.73 0.07
H -1.29945 4.97132 1.59653 -0.35 -0.09 -0.05
H -0.33952 6.26963 2.13329 -0.44 0.55 0.07
H 0.79496 7.45844 1.06304 0.73 -0.12 -0.03
H -0.19545 7.99085 -0.16049 -0.01 -0.28 -0.78
H 2.13965 8.34559 -0.82227 0.09 0.07 -0.03
H 1.36639 7.26020 -1.91629 0.05 -0.05 -0.25
H 3.51294 6.61374 0.11084 -0.25 -0.17 0.40
H 3.48015 6.51527 -1.58217 0.16 -1.03 -0.16
H 2.98272 4.28234 -0.01279 0.17 -0.28 -0.44
H 2.07779 4.51705 -1.53795 -0.32 -0.42 0.17
H 1.49969 5.22455 1.36513 -0.38 -0.28 0.47
H 0.62425 3.81727 0.65885 -0.01 0.07 -0.30
H -0.33183 5.64938 -2.11220 0.05 0.53 0.37
H -1.77880 5.65859 -0.99419 -0.04 -0.49 -0.82
H -0.60758 4.22959 -1.16538 -0.57 -0.01 0.17
C 2.43426 -2.37649 -3.15719 2.20 0.63 0.87
C 3.63980 -2.35338 -2.08444 -1.14 -0.51 0.16
C 3.60124 -0.96362 -1.42410 1.15 0.36 -1.17
N 4.75182 -0.59393 -0.36883 -1.77 -0.52 -1.25
C 4.73688 0.95469 -0.09926 1.03 -0.23 -0.57
C 5.33246 1.88505 -1.24295 0.34 -2.13 -0.07
C 6.68026 1.25756 -1.89217 -1.47 -0.37 1.44
C 6.56314 -0.28574 -2.08437 0.06 0.44 -1.15
C 6.15725 -1.06306 -0.82195 -0.34 2.00 -1.03
C 4.37482 -1.36866 0.93202 1.58 2.59 -1.80
H 2.74567 -1.69169 -3.94596 -0.12 0.23 -0.10
H 1.56469 -1.94442 -2.66195 -0.31 -0.56 -0.25
H 2.33391 -3.33872 -3.65932 -0.39 -0.06 0.60
H 4.58882 -2.66840 -2.51827 0.06 0.64 -0.39
H 3.49266 -3.12949 -1.33337 -0.48 -0.07 0.11
H 2.58931 -0.74615 -1.08231 0.27 -0.20 1.20
H 3.62370 -0.26257 -2.25843 0.81 0.37 0.08
H 3.71659 1.24933 0.14629 -0.12 -0.31 -0.16
H 5.33106 1.10820 0.80157 0.08 -0.29 0.08
H 4.52347 2.01095 -1.96251 0.27 -0.03 -0.40
H 5.49202 2.86458 -0.79220 0.23 -0.10 0.04
H 6.99556 1.78311 -2.79355 -0.28 -0.14 -0.01
H 7.48456 1.37105 -1.16531 0.04 0.36 0.11
H 5.99310 -0.54185 -2.97744 -1.02 0.11 0.29
H 7.49680 -0.66259 -2.50194 0.60 -0.01 0.81
H 6.25347 -2.13436 -0.99845 -0.55 0.08 0.39
H 6.84878 -0.71505 -0.05463 -0.17 -0.38 0.39
H 4.41760 -2.40690 0.60291 -0.42 0.08 0.84
H 3.47175 -0.86578 1.27795 -0.24 -0.88 0.14
H 5.21940 -0.98216 1.50245 -0.20 -1.06 0.98
C 1.49773 0.21015 4.40568 -1.64 1.90 0.24
C 1.68649 1.22898 5.58991 0.84 -0.39 1.02
O 0.80975 1.65575 6.35907 -2.87 -0.43 -0.91
O 2.84926 1.53456 5.78014 3.29 0.32 -0.86
H 1.61942 0.79722 3.49540 0.77 0.02 -0.27
H 0.41512 0.09535 4.35235 -0.14 -1.40 0.16
H 2.17569 -0.64277 4.43769 -0.44 0.02 0.13
C -0.46999 -1.13302 0.55147 -0.22 1.08 1.39
F -0.38191 -1.01640 1.88641 -0.30 0.52 0.15
F 0.40399 -2.10998 0.28203 -0.65 0.95 -1.15
F -1.75153 -1.51431 0.29333 0.84 -0.29 -0.52
S -0.26757 0.68164 -0.24897 2.24 -2.20 -1.43
O -1.51240 1.38807 -0.07444 -1.64 0.24 0.52
O 0.84718 1.33801 0.38748 0.06 -0.21 0.46
O -0.00480 0.27194 -1.62591 -0.46 0.26 0.31
C -1.10760 -5.22696 -1.06559 2.42 -1.73 -0.31
F -2.00511 -5.11671 -2.02801 -0.50 0.62 0.66
F -0.06253 -4.39320 -1.39573 -1.14 -0.20 0.68
F -1.55473 -4.93732 0.16457 -0.28 0.51 -0.93
S -0.42519 -7.04604 -1.11312 0.38 -3.29 -1.39
O 0.87039 -6.99217 -1.85518 -1.97 0.66 1.51
O -0.23573 -7.51938 0.31658 -0.45 1.42 -2.01
O -1.48307 -7.78883 -1.88748 2.04 2.05 2.27
```
Forces are in eV/Å.

Energy ... -4300.4987 hartree
Charge ... +2
LUMO level ... -5.62 eV
Largest force on an atom ... 0.0716 Eh/bohr
Kohn-Sham gap ... 3.3 eV


- Look up the charge of the second one.
  +2


- Which of these has the highest largest force on an atom?
  C40H91F6N5O14S2


- Number 1 is which compound?
  C40H90N7O7P2S


- Which of these has the highest energy?
  C40H90N7O7P2S